Model A:
Density functional theory data (ωB97M-V with the def2-TZVPD basis set) for 2 unconnected molecules or ions with the total composition C3H6NS.

Calculated values
Kohn-Sham gap   6.33 eV
Charge   +1

Each line ends with the natural charge from an NBO analysis.
Cartesian coordinates (Å):
C  2.132  -0.167  0.298  -0.0394
C  -2.059  0.573  0.353  0.1556
C  3.257  0.157  -0.258  -0.5325
N  -2.279  -0.597  -0.155  -0.6060
S  0.790  -0.756  0.727  0.0939
H  -1.785  1.415  -0.323  0.2575
H  -2.143  0.627  1.472  0.2562
H  3.110  0.192  -1.337  0.2711
H  4.092  0.613  0.187  0.2716
H  -2.890  -1.312  0.177  0.4458
H  -2.225  -0.745  -1.142  0.4262

Model B:
Density functional theory data (ωB97M-V with the def2-TZVPD basis set) for a molecular structure, C3H6NS.

Calculated values
Kohn-Sham gap   7.83 eV
Charge   +1

Each line ends with the natural charge from an NBO analysis.
Cartesian coordinates (Å):
C  0.327  1.076  -0.080  -0.3545
C  1.675  0.951  -0.153  -0.2364
C  0.077  -0.319  0.191  -0.0798
N  -1.096  -1.021  -0.360  -0.7063
S  1.738  -0.825  0.059  0.3794
H  -0.438  1.843  -0.064  0.2534
H  2.462  1.783  -0.230  0.2849
H  -0.744  -0.011  2.026  0.0906
H  -1.804  -0.269  -0.271  0.4707
H  -1.398  -1.862  0.117  0.4562
H  -0.799  -1.346  -1.235  0.4418

Computed relative energies in units of eV: model A 0.000; model B 2.927

Model A:
Density functional theory data (ωB97M-V with the def2-TZVPD basis set) for C4H6OS in the gas phase.

Calculated values
Structure (SMILES)   O=C/C=C/CS
Kohn-Sham gap   9.42 eV
Charge   0

Each line ends with the natural charge from an NBO analysis.
Cartesian coordinates (Å):
C  1.394  0.850  -0.169  -0.5869
C  -0.072  0.554  -0.062  -0.0786
C  -0.693  -0.632  -0.224  -0.3573
C  -2.159  -0.731  -0.092  0.3921
H  2.148  -0.808  1.319  0.1239
H  1.652  1.595  0.608  0.2321
H  1.648  1.340  -1.098  0.2499
H  -0.699  1.497  0.184  0.2322
H  -0.194  -1.560  -0.464  0.2251
H  -2.608  -1.747  -0.260  0.1161
O  -2.892  0.205  0.218  -0.5303
S  2.474  -0.564  0.039  -0.0184

Model B:
Density functional theory data (ωB97M-V with the def2-TZVPD basis set) for C4H6OS in the gas phase.

Calculated values
Structure (SMILES)   C=C[C@H](S)C=O
Kohn-Sham gap   10.00 eV
Charge   0

Each line ends with the natural charge from an NBO analysis.
Cartesian coordinates (Å):
C  -0.295  0.419  -0.355  -0.4832
C  0.739  -0.353  0.361  -0.1974
C  0.968  -1.634  0.070  -0.3706
C  -1.483  0.480  0.543  0.4250
H  1.043  2.048  -1.570  0.1304
H  -0.490  -0.108  -1.317  0.2512
H  1.265  0.104  1.278  0.2201
H  1.685  -2.121  0.717  0.2069
H  0.506  -2.149  -0.739  0.2024
H  -1.562  1.338  1.315  0.1345
O  -2.495  -0.184  0.357  -0.4993
S  0.119  2.160  -0.661  -0.0200

Computed relative energies in units of eV: model A 0.000; model B 0.441

Model A:
Density functional theory data (ωB97M-V with the def2-TZVPD basis set) for C4H6OS in the gas phase.

Calculated values
Structure (SMILES)   C1O[C@H]1[C@H]1CS1
Kohn-Sham gap   9.60 eV
Charge   0

Each line ends with the natural charge from an NBO analysis.
Cartesian coordinates (Å):
C  -0.810  1.018  -0.572  -0.4792
C  -0.387  0.583  0.737  -0.2671
C  1.030  -0.225  0.659  -0.0128
C  1.668  -0.907  -0.328  -0.1452
H  -0.081  0.888  -1.498  0.2653
H  -1.282  2.010  -0.545  0.2348
H  -0.381  1.096  1.838  0.2737
H  1.627  -0.333  1.690  0.1928
H  2.902  -1.310  -0.283  0.2490
H  0.902  -1.401  -1.220  0.2173
O  1.822  0.675  -0.279  -0.5523
S  -1.704  -0.573  -0.046  0.0237

Model B:
Density functional theory data (ωB97M-V with the def2-TZVPD basis set) for C4H6OS in the gas phase.

Calculated values
Structure (SMILES)   C=C=C(C)SO
Kohn-Sham gap   8.85 eV
Charge   0

Each line ends with the natural charge from an NBO analysis.
Cartesian coordinates (Å):
C  0.771  0.012  -0.066  0.0630
C  -0.444  -0.129  -0.455  -0.2673
C  2.038  0.150  0.265  -0.4576
C  -1.626  0.745  -0.184  -0.6219
O  0.729  -2.106  -1.659  -0.8334
S  -0.885  -1.493  -1.527  0.5287
H  2.415  0.072  1.241  0.2159
H  0.913  -2.736  -0.991  0.4791
H  2.717  0.349  -0.606  0.2226
H  -1.819  1.428  -1.101  0.2290
H  -2.547  -0.029  -0.019  0.2162
H  -1.486  1.277  0.678  0.2257

Model C:
Density functional theory data (ωB97M-V with the def2-TZVPD basis set) for a molecular structure, C4H6OS.

Calculated values
Kohn-Sham gap   9.06 eV
Charge   0

Each line ends with the natural charge from an NBO analysis.
Cartesian coordinates (Å):
C  0.267  0.711  -0.912  -0.2884
C  1.249  -1.016  -0.252  -0.1152
C  0.609  -0.620  1.062  -0.2695
C  -0.486  -0.010  1.331  -0.4787
H  1.087  1.010  -0.171  0.2202
H  0.015  1.348  -1.868  0.2319
H  1.248  -2.073  -0.189  0.2078
H  2.365  -0.560  -0.295  0.1713
H  1.365  -1.081  1.904  0.2087
H  -1.064  -0.150  2.359  0.2559
O  0.455  -0.628  -1.379  -0.5164
S  -1.155  0.759  0.120  0.3724

Model D:
Density functional theory data (ωB97M-V with the def2-TZVPD basis set) for C4H6OS in the gas phase.

Calculated values
Structure (SMILES)   S[C@H]1C=CCO1
Kohn-Sham gap   9.85 eV
Charge   0

Each line ends with the natural charge from an NBO analysis.
Cartesian coordinates (Å):
C  1.148  -0.728  -0.336  -0.1895
C  0.190  -1.207  0.461  -0.2351
C  0.957  0.720  -0.559  -0.1014
C  -0.703  0.011  0.856  0.0508
O  0.016  1.121  0.399  -0.5069
S  -2.294  -0.051  -0.287  -0.1999
H  1.956  -1.223  -0.832  0.2228
H  -0.197  -2.103  0.842  0.2253
H  1.861  1.476  -0.417  0.1997
H  0.623  0.720  -1.553  0.1902
H  -1.161  -0.033  1.785  0.2042
H  -2.395  1.296  -0.361  0.1398

Computed relative energies in units of eV: model A 3.457; model B 1.164; model C 1.474; model D 0.000

Model A:
Density functional theory data (ωB97M-V with the def2-TZVPD basis set) for 2 unconnected molecules or ions with the total composition C4H6OS.

Calculated values
Kohn-Sham gap (alpha / beta)   8.07 / 6.67 eV
Charge   0

Each line ends with the natural charge from an NBO analysis.
Cartesian coordinates (Å):
C  -0.179  -0.430  -0.721  -0.1291
C  -0.148  0.756  -0.149  0.0112
C  -0.650  -1.826  -0.626  -0.6620
C  -0.721  1.822  0.356  -0.4169
O  1.799  0.979  1.265  -0.7441
S  1.378  0.185  -1.019  0.3425
H  0.048  -2.682  -0.570  0.2453
H  -1.381  -2.085  -1.337  0.2391
H  -1.038  -1.813  0.468  0.2373
H  -0.023  2.547  0.733  0.2402
H  2.524  0.778  0.650  0.4125
H  -1.610  1.770  0.949  0.2240

Model B:
Density functional theory data (ωB97M-V with the def2-TZVPD basis set) for C4H6OS in the gas phase.

Calculated values
Structure (SMILES)   C1C[C@H]2S[C@H]2O1
Kohn-Sham gap   9.86 eV
Charge   0

Each line ends with the natural charge from an NBO analysis.
Cartesian coordinates (Å):
C  -0.305  -1.029  0.132  -0.4371
C  -0.316  0.078  1.250  -0.0655
C  0.184  -0.262  -1.158  -0.3596
C  0.638  1.199  -0.548  0.0798
O  0.441  1.182  0.793  -0.4986
S  -0.934  1.067  -1.649  0.0310
H  0.532  -1.777  0.453  0.2007
H  -1.298  -1.439  0.209  0.2257
H  -1.316  0.384  1.302  0.1831
H  0.152  -0.302  2.047  0.1890
H  0.779  -0.841  -1.833  0.2286
H  1.444  1.740  -0.997  0.2230

Model C:
Density functional theory data (ωB97M-V with the def2-TZVPD basis set) for C4H6OS in the gas phase.

Calculated values
Structure (SMILES)   S=CC[C@@H]1CO1
Kohn-Sham gap   8.47 eV
Charge   0

Each line ends with the natural charge from an NBO analysis.
Cartesian coordinates (Å):
C  1.078  -0.162  0.245  -0.5484
C  1.449  1.215  0.361  -0.2258
C  -0.339  -0.534  0.183  0.0980
C  -1.389  0.298  -0.395  -0.1288
O  -1.286  0.011  1.009  -0.4890
S  2.532  1.946  -0.636  0.0352
H  1.596  -0.635  -0.578  0.2413
H  1.395  -0.603  1.153  0.2448
H  -1.092  1.383  -0.580  0.1864
H  1.142  1.822  1.236  0.2119
H  -0.453  -1.728  0.022  0.1741
H  -2.266  -0.075  -0.963  0.2004

Computed relative energies in units of eV: model A 4.442; model B 0.000; model C 0.639

Model A:
Density functional theory data (ωB97M-V with the def2-TZVPD basis set) for 3 unconnected molecules or ions with the total composition C4H12OS.

Calculated values
Kohn-Sham gap   5.58 eV
Charge   0

Each line ends with the natural charge from an NBO analysis.
Cartesian coordinates (Å):
C  -0.684  1.139  -1.785  -0.5971
C  -1.482  0.570  -0.538  -0.4239
C  -0.712  -0.334  0.419  -0.7064
S  -0.134  0.390  1.931  0.5822
C  1.262  -0.787  2.073  -0.7345
H  0.291  1.353  -1.365  0.2111
H  -0.637  0.299  -2.471  0.2249
H  -1.283  1.935  -2.183  0.2074
H  -2.302  -0.033  -0.959  0.2111
H  -1.855  1.449  0.024  0.1877
H  0.529  -0.693  -0.319  0.4306
H  -1.310  -1.233  0.641  0.2130
H  1.582  -0.756  3.108  0.2208
H  0.687  -1.671  1.841  0.2357
H  2.006  -0.543  1.325  0.2746
H  0.845  1.563  0.447  0.0693
H  1.816  -1.750  -1.090  0.4597
O  1.379  -0.896  -1.099  -1.0663

Model B:
Density functional theory data (ωB97M-V with the def2-TZVPD basis set) for 2 unconnected molecules or ions with the total composition C4H12OS.

Calculated values
Structure (SMILES)   CCO.CCS
Kohn-Sham gap   10.11 eV
Charge   0

Each line ends with the natural charge from an NBO analysis.
Cartesian coordinates (Å):
O  -0.112  -0.748  1.968  -0.7300
C  -1.376  1.307  1.527  -0.6373
C  -1.164  0.103  2.427  -0.0614
H  -0.360  -1.068  1.076  0.4702
H  -0.441  1.886  1.440  0.2104
H  -2.158  1.964  1.944  0.2134
H  -1.687  0.987  0.518  0.1998
H  -0.849  0.427  3.438  0.1751
H  -2.105  -0.469  2.535  0.1561
S  -0.605  -1.290  -1.895  -0.0612
C  1.988  -0.334  -1.443  -0.6228
C  0.705  -0.071  -2.220  -0.5118
H  0.078  -2.365  -2.343  0.1218
H  1.784  -0.356  -0.360  0.2240
H  2.726  0.460  -1.646  0.2138
H  2.424  -1.303  -1.739  0.2062
H  0.256  0.895  -1.918  0.2205
H  0.897  -0.027  -3.309  0.2134

Computed relative energies in units of eV: model A 6.027; model B 0.000

Model A:
Density functional theory data (ωB97M-V with the def2-TZVPD basis set) for a molecular structure, C3H4F2O.

Calculated values
Kohn-Sham gap   10.72 eV
Charge   0

Each line ends with the natural charge from an NBO analysis.
Cartesian coordinates (Å):
C  -4.832  1.142  -2.771  -0.4066
C  -4.080  0.404  -3.396  0.4317
C  -1.461  1.288  -0.833  0.7304
O  -2.434  1.943  -0.721  -0.5035
F  -3.486  -0.350  -4.230  -0.2533
F  -1.524  0.018  -1.276  -0.3433
H  -5.270  1.461  -1.845  0.2598
H  -4.176  3.300  -4.050  -0.0395
H  -0.445  1.557  -0.707  0.1179
H  -4.096  2.549  -3.820  0.0064

Model B:
Density functional theory data (ωB97M-V with the def2-TZVPD basis set) for 2 unconnected molecules or ions with the total composition C3H4F2O.

Calculated values
Kohn-Sham gap (alpha / beta)   9.63 / 8.24 eV
Charge   0

Each line ends with the natural charge from an NBO analysis.
Cartesian coordinates (Å):
C  0.552  -0.634  -2.011  -0.6016
C  -0.025  -0.853  -0.883  0.6955
C  -0.295  0.890  1.560  0.2942
O  -0.611  1.010  0.303  -0.5324
F  -0.384  -1.797  -0.096  -0.2546
F  -1.270  0.244  2.328  -0.4015
H  0.886  -1.452  -2.634  0.2497
H  0.703  0.366  -2.368  0.2696
H  -0.196  1.893  2.025  0.1537
H  0.641  0.333  1.776  0.1275

Computed relative energies in units of eV: model A 0.000; model B 0.186